{
  "formula": "C5H13NO",
  "method": "ωB97M-V with the def2-TZVPD basis set",
  "species": ["C", "N", "C", "C", "C", "C", "H", "H", "H", "H", "H", "H", "H", "H", "H", "H", "H", "O", "H", "H"],
  "coordinates": [[0.963892, 0.462517, 0.234622], [-0.397349, 0.201994, -0.297016], [-1.165932, 0.519071, 0.912321], [-2.319431, -0.556258, 0.803607], [-1.669942, -1.770145, 0.083835], [-0.789683, -1.078505, -0.951123], [1.043938, 1.575346, 0.514647], [1.618622, 0.393206, -0.776371], [1.204174, -0.292895, 1.107745], [-0.700381, 0.308199, 1.884179], [-1.529463, 1.544617, 1.027555], [-3.218716, -0.068593, 0.360246], [-2.662369, -0.792212, 1.893252], [-2.468433, -2.420059, -0.354264], [-1.102439, -2.333789, 0.868525], [-0.004152, -1.810506, -1.059997], [-1.491627, -0.973575, -1.885980], [4.254489, 1.711664, -0.722306], [3.393661, 2.106505, -0.778449], [4.549289, 2.196411, -1.443101]],
  "forces_ev_per_a": [[1.41, -0.60, -3.36], [1.08, 1.61, 1.47], [-2.87, -2.42, -0.45], [-1.03, 0.93, 2.68], [-1.70, 0.57, 1.19], [-1.51, -0.17, 0.60], [-0.23, -1.85, 0.06], [-0.55, -0.28, 2.78], [0.16, 1.63, -1.69], [0.78, -0.14, -0.35], [0.01, -0.02, -0.66], [0.64, -0.78, -0.32], [0.48, 0.09, -1.86], [0.85, 0.32, 0.32], [-0.28, 0.33, -0.86], [0.85, 0.49, -0.93], [1.93, 0.30, 1.37], [-0.76, -0.84, 1.39], [-1.46, -0.25, 0.97], [2.23, 1.08, -2.36]],
  "mulliken_charge": [-0.81, -0.08, -0.64, -0.59, -0.64, -0.45, 0.27, 0.25, 0.30, 0.31, 0.30, 0.28, 0.29, 0.34, 0.28, 0.29, 0.29, -0.58, 0.28, 0.30],
  "orbital_gap_ev": 9.4,
  "total_energy_ev": -8931.1399,
  "e_homo_ev": -8.483,
  "e_lumo_ev": 0.9
}